Computed, not measured: the molecule C7H9F in a non-equilibrium geometry, with the ωB97M-V functional and the def2-TZVPD basis.

```
17
Properties=species:S:1:pos:R:3
F -1.91894 0.80419 3.55453
C -1.66145 -0.01727 2.62151
C -0.76194 0.17646 1.69094
C -0.54081 -0.74687 0.56717
C -0.57442 -0.16805 -0.91416
C 0.30132 1.10276 -0.92506
C 1.51024 0.09483 -0.58195
C 0.51424 -1.01581 -0.38970
H -2.34906 -0.87566 2.62162
H -0.21713 1.19093 1.84866
H -1.24824 -1.52252 0.67823
H -1.43982 -0.47111 -1.61402
H 0.15471 1.89902 -0.26325
H 0.28303 1.53305 -2.02422
H 2.11702 -0.10401 -1.51188
H 2.36482 0.46777 0.22292
H 0.71113 -2.04144 -0.64652
```

Its SMILES is F/C=C/[C@H]1[C@H]2CC[C@@H]12. Its energy above the lowest of the compared OMol25 structures with the same formula, charge and spin is 264.7 kJ/mol.

What are the Mulliken partial charges on each atom? They are as follows, in elementary charge units: F -0.25; C -0.20; C -0.23; C -0.27; C -0.01; C -0.85; C -0.49; C -0.27; H 0.30; H 0.16; H 0.36; H 0.33; H 0.32; H 0.24; H 0.29; H 0.23; H 0.36

=====

Computed, not measured: C26H54AsF6N7 as an isolated structure in a non-equilibrium geometry, with the ωB97M-V functional and the def2-TZVPD basis.

```
94
C26H54AsF6N7 the ωB97M-V functional and the def2-TZVPD basis
C 2.68202 -2.69686 0.83114
C 3.45600 -2.47484 -0.47186
C 4.82174 -3.19066 -0.63785
C 5.43767 -3.86347 0.59383
C 5.88636 -2.96045 1.75263
C 7.29606 -2.36974 1.63543
C 7.54487 -1.42758 0.45827
C 6.57538 -0.24113 0.41638
C 7.19801 1.08486 -0.02165
C 6.35142 2.31479 0.32791
C 5.23810 2.70982 -0.66320
C 4.60024 1.57649 -1.46360
C 3.58286 2.06330 -2.49813
C 2.15277 2.19886 -1.94172
C 1.13118 1.30727 -2.65075
C -0.31989 1.73977 -2.46476
C -0.80078 1.66784 -1.00868
C -0.59133 2.93709 -0.16586
C -1.63938 3.09312 0.93864
C -1.25156 2.36203 2.23482
N -2.20328 1.29834 2.57660
N -2.84985 1.15967 3.68132
N -3.62172 0.10169 3.58651
C -3.43857 -0.43886 2.37883
C -4.17704 -1.56507 1.77512
C -5.43772 -0.99658 1.07272
C -5.46181 -1.26277 -0.43548
C -6.87706 -1.08285 -0.98545
N -7.39175 -2.17379 -1.82045
C -8.79747 -2.50892 -1.75707
N -9.27966 -3.43081 -2.47515
N -9.62188 -1.77070 -0.86462
N -2.52650 0.30599 1.74683
H 1.62331 -2.46970 0.68287
H 3.03338 -2.05544 1.63975
H 2.74043 -3.73080 1.17388
H 3.59893 -1.39842 -0.60277
H 2.81430 -2.78536 -1.29981
H 5.53994 -2.48107 -1.04880
H 4.70685 -3.96238 -1.40318
H 4.73370 -4.60888 0.97319
H 6.30959 -4.43586 0.25771
H 5.86982 -3.55981 2.66750
H 5.16468 -2.15619 1.91688
H 7.50453 -1.81072 2.55463
H 8.01871 -3.19164 1.60816
H 7.50374 -1.98975 -0.47883
H 8.57013 -1.05075 0.53163
H 6.13208 -0.10355 1.41065
H 5.74250 -0.47717 -0.24753
H 7.38786 1.06265 -1.10118
H 8.17891 1.18524 0.45165
H 7.02007 3.17085 0.44188
H 5.90568 2.15475 1.31554
H 4.43963 3.20226 -0.09609
H 5.61589 3.46046 -1.36476
H 5.37525 0.97909 -1.94891
H 4.08237 0.90273 -0.76980
H 3.91043 3.03331 -2.88340
H 3.57707 1.38058 -3.35132
H 1.81183 3.23761 -1.99645
H 2.17861 1.94046 -0.87604
H 1.23272 0.27557 -2.29158
H 1.36241 1.28032 -3.71896
H -0.96235 1.10566 -3.07807
H -0.44004 2.76452 -2.83106
H -1.87013 1.41679 -1.00901
H -0.26705 0.83093 -0.53075
H 0.39854 2.90475 0.29796
H -0.59155 3.81942 -0.80706
H -1.82702 4.14081 1.16769
H -2.59585 2.69712 0.58452
H -1.24136 3.00697 3.10982
H -0.27663 1.87647 2.15398
H -4.40932 -2.27873 2.56331
H -3.53630 -2.07065 1.04866
H -6.33738 -1.39703 1.53778
H -5.47538 0.08340 1.24238
H -5.08305 -2.26493 -0.66035
H -4.80773 -0.53825 -0.93416
H -6.92008 -0.14511 -1.53164
H -7.54399 -0.95250 -0.13982
H -7.19657 -1.94813 -2.78814
H -8.52681 -3.89683 -2.97918
H -9.16470 -0.87851 -0.68908
H -9.64354 -2.23363 0.03966
H -2.15729 0.25247 0.80282
F -8.49284 3.27853 2.44390
As -8.42725 2.20252 1.09803
F -8.73060 0.82889 2.13128
F -6.70327 1.94296 1.34922
F -8.34037 1.09399 -0.25881
F -8.06378 3.50823 0.02286
F -10.11914 2.38570 0.81610
```

What are the Mulliken partial charges on each atom? They are as follows, in elementary charge units: C -1.42; C 0.63; C -0.59; C -0.89; C -0.32; C -1.13; C -0.89; C 1.01; C -0.86; C -0.89; C -0.92; C 0.00; C -1.13; C -0.17; C -0.80; C -1.36; C -0.04; C -0.51; C -1.13; C -0.73; N 0.67; N -0.60; N -0.42; C 0.31; C -0.77; C -0.26; C -0.34; C -0.71; N -0.48; C 0.62; N -0.73; N -0.64; N 0.23; H 0.40; H 0.33; H 0.32; H -0.64; H 0.42; H 0.17; H 0.44; H 0.40; H 0.48; H 0.34; H 0.10; H 0.39; H 0.40; H 0.40; H 0.45; H 0.26; H -0.94; H 0.31; H 0.48; H 0.36; H 0.44; H 0.16; H 0.41; H 0.56; H -0.06; H 0.40; H 0.48; H 0.45; H 0.13; H 0.12; H 0.50; H 0.35; H 0.47; H 0.48; H 0.12; H 0.18; H 0.57; H 0.39; H 0.60; H 0.33; H 0.49; H 0.37; H 0.44; H 0.58; H 0.03; H 0.52; H 0.04; H 0.34; H 0.14; H 0.31; H 0.25; H 0.48; H 0.28; H 0.12; F -0.49; As 1.97; F -0.50; F -0.54; F -0.53; F -0.49; F -0.50

=====

Computed, not measured: a 10-piece molecular cluster, C24H68O10 overall in a non-equilibrium geometry, with the ωB97M-V functional and the def2-TZVPD basis.

```
102
Properties=species:S:1:pos:R:3
C 25.25638 -19.82877 11.71081
C 25.48747 -20.91236 12.82834
C 24.32994 -21.89655 12.95491
O 26.53798 -21.66846 12.43317
H 26.06235 -19.09937 11.63018
H 24.33673 -19.28460 11.92580
H 25.06541 -20.33447 10.76430
H 25.65965 -20.43802 13.79451
H 23.95546 -22.13822 11.96019
H 23.50846 -21.58502 13.60007
H 24.66308 -22.87759 13.29355
H 26.29181 -22.01180 11.57113
C 15.77627 -13.37566 4.11791
C 16.20168 -14.11752 5.41856
C 15.99186 -15.63729 5.34665
O 17.58388 -13.99168 5.55908
H 16.00413 -12.31235 4.04332
H 14.75197 -13.55107 3.78905
H 16.42339 -13.73991 3.32000
H 15.67698 -13.71475 6.28492
H 16.26905 -16.11768 6.28500
H 16.46992 -16.07437 4.47000
H 14.93240 -15.81527 5.16237
H 17.76036 -14.39372 6.41278
C 18.75744 -27.63648 5.58030
C 17.90111 -27.49690 4.31635
C 16.84221 -26.34269 4.53112
O 18.64433 -27.13998 3.19177
H 19.47082 -28.45236 5.46393
H 18.08677 -27.80674 6.42250
H 19.19599 -26.65025 5.73236
H 17.32375 -28.41525 4.20969
H 16.23434 -26.52600 5.41711
H 16.23156 -26.33214 3.62829
H 17.31031 -25.37269 4.69870
H 19.31267 -27.81910 3.07459
C 10.96636 -21.33041 6.96587
C 9.57591 -21.84719 7.36234
C 8.69963 -20.71376 7.89333
O 8.96461 -22.53029 6.28372
H 10.92651 -20.87768 5.97514
H 11.64289 -22.18288 6.90517
H 11.37822 -20.68341 7.74038
H 9.68546 -22.64976 8.09172
H 7.64194 -20.94422 7.76574
H 8.85831 -19.78694 7.34203
H 8.88455 -20.48920 8.94379
H 8.11518 -22.84642 6.60016
C 17.98957 -21.79791 9.56429
C 17.98426 -21.06189 10.91755
O 16.84731 -20.23171 10.91792
H 17.05301 -22.34335 9.44843
H 18.82552 -22.48874 9.45462
H 17.99931 -21.03732 8.78358
H 18.94561 -20.57509 11.08163
H 17.86990 -21.72411 11.77575
H 16.00367 -20.63457 11.13601
C 20.60191 -13.37898 11.39893
C 19.21854 -13.96329 11.63925
O 18.94787 -14.88766 10.63471
H 20.81475 -12.60493 12.13626
H 20.70458 -12.92168 10.41484
H 21.32089 -14.19820 11.40538
H 18.46595 -13.17841 11.71463
H 19.31360 -14.36994 12.64608
H 18.39647 -15.55511 11.04955
C 19.32479 -27.17937 13.54464
C 18.08450 -27.43301 12.72110
O 16.92261 -27.35688 13.52254
H 19.46398 -27.83334 14.40548
H 19.22607 -26.15721 13.91005
H 20.16303 -27.31255 12.86074
H 18.14459 -28.43592 12.29842
H 17.91963 -26.73356 11.90153
H 16.16388 -27.62697 13.00007
C 17.05187 -18.21816 16.65066
C 18.30426 -17.87667 17.42262
O 18.32687 -16.52916 17.72841
H 17.02435 -19.29803 16.50497
H 17.00432 -17.73681 15.67386
H 16.16653 -17.88546 17.19251
H 19.23471 -18.28032 17.02330
H 18.14528 -18.26521 18.42853
H 19.17548 -16.36739 18.14709
C 10.09611 -23.15037 14.30143
C 11.62493 -22.93295 14.01905
O 11.92167 -21.64653 13.52958
H 9.55988 -22.87214 13.39415
H 9.78972 -22.44423 15.07317
H 9.84750 -24.17307 14.58495
H 11.95959 -23.66630 13.28537
H 12.18095 -23.09310 14.94279
H 11.64945 -21.03294 14.21588
C 10.47386 -14.99567 11.26460
C 11.74449 -14.69394 11.92044
O 11.51661 -14.53168 13.29984
H 10.59022 -15.14821 10.19161
H 9.80977 -14.14570 11.42159
H 9.98527 -15.85758 11.71900
H 12.26724 -13.84176 11.48614
H 12.44765 -15.51549 11.78360
H 12.29371 -14.16436 13.72738
```

Its SMILES is CC(C)O.CC(C)O.CC(C)O.CC(C)O.CCO.CCO.CCO.CCO.CCO.CCO. Its energy above the lowest of the compared OMol25 structures with the same formula, charge and spin is 508.2 kJ/mol.

Mulliken atomic charge list, values in e, 99 entries: C -1.10; C 0.18; C -1.16; O -0.54; H 0.30; H 0.32; H 0.32; H 0.33; H 0.30; H 0.33; H 0.36; H 0.37; C -1.32; C 0.51; C -1.19; O -0.54; H 0.33; H 0.34; H 0.34; H 0.22; H 0.37; H 0.30; H 0.33; H 0.32; C -1.16; C 0.41; C -1.27; O -0.53; H 0.36; H 0.31; H 0.31; H 0.23; H 0.38; H 0.30; H 0.34; H 0.32; C -1.24; C 0.51; C -1.20; O -0.55; H 0.34; H 0.33; H 0.34; H 0.21; H 0.39; H 0.28; H 0.31; H 0.30; C -0.92; C -0.20; O -0.54; H 0.27; H 0.32; H 0.27; H 0.26; H 0.24; H 0.30; C -1.06; C -0.15; O -0.49; H 0.33; H 0.28; H 0.28; H 0.26; H 0.24; H 0.31; C -0.99; C -0.19; O -0.53; H 0.29; H 0.26; H 0.33; H 0.27; H 0.26; H 0.30; C -1.02; C -0.21; O -0.52; H 0.33; H 0.27; H 0.28; H 0.32; H 0.23; H 0.31; C -0.96; C -0.26; O -0.50; H 0.26; H 0.30; H 0.32; H 0.28; H 0.26; H 0.30; C -1.04; C -0.15; O -0.53; H 0.34; H 0.27; H 0.28

=====

no.,E_tot (eV)
1,-10118.6871
2,-115412.9934
3,-46461.4891